DFT (the ωB97M-V functional and the def2-TZVPD basis) results for C4H12N3 as an isolated structure at a distorted geometry.

Last column: natural (NBO) charge in e.
Positions of all 19 atoms, in Å:
C (-1.22, -0.86, 0.85)  -0.259
C (-1.56, -0.42, -0.58)  -0.444
C (-0.52, 0.51, -1.28)  -0.241
N (2.81, -0.30, -0.18)  -0.528
C (1.54, -0.27, -0.37)  0.254
N (0.61, 0.80, -0.36)  -0.658
N (-1.14, 0.37, 1.63)  -0.829
H (-2.01, -1.50, 1.12)  0.234
H (-0.35, -1.52, 0.99)  0.222
H (-2.52, 0.08, -0.56)  0.228
H (-1.66, -1.21, -1.32)  0.247
H (-1.05, 1.49, -1.61)  0.252
H (-0.17, -0.10, -2.11)  0.232
H (3.05, 0.56, 0.39)  0.348
H (0.94, -1.16, -0.53)  0.165
H (1.11, 1.63, -0.63)  0.434
H (-0.17, 0.94, 0.71)  0.470
H (-0.47, 0.30, 2.44)  0.430
H (-2.16, 0.66, 1.82)  0.442

Its strongest force on any atom is 3.32 eV/A. Its total charge is +1. For the relative energy (zero: lowest compared OMol25 entry of this formula, charge and spin), the calculation gives 322.0 kJ/mol. Its spin multiplicity is 1.